{
  "formula": "C3H9NO3",
  "method": "the ωB97M-V functional and the def2-TZVPD basis",
  "total_charge": 0,
  "multiplicity": 1,
  "smiles": "CC(=O)NCO.O",
  "e_homo_ev": -10.13,
  "e_above_lowest_kcal_mol": 20.6,
  "symbols": ["C", "C", "O", "N", "C", "O", "H", "H", "H", "H", "H", "H", "H", "O", "H", "H"],
  "positions_angstrom": [[-0.9770, -1.1353, -0.3276], [-1.6393, 0.1544, -0.7269], [-2.7397, 0.2405, -1.2195], [-0.8656, 1.2987, -0.5669], [0.2994, 1.4462, 0.2429], [1.4903, 0.9946, -0.3987], [-1.0689, -1.3814, 0.7242], [0.0862, -1.0745, -0.5327], [-1.4572, -1.9125, -0.9024], [-1.3494, 2.1383, -0.8543], [0.2549, 0.8754, 1.1699], [0.3717, 2.4980, 0.5340], [1.4537, 1.3746, -1.2842], [2.2852, -2.1297, 1.2762], [1.3302, -2.0946, 1.1804], [2.5255, -1.2927, 1.6857]],
  "forces_ev_per_a": [[0.1, 0.0, -0.2], [0.4, 0.6, 0.2], [-0.1, -0.2, 0.0], [-0.6, 0.0, -0.1], [0.5, -0.2, 0.2], [-0.4, 0.3, 0.0], [-0.3, 0.2, 0.3], [0.2, -0.1, -0.2], [0.0, -0.3, -0.1], [0.0, -0.1, 0.1], [-0.2, -0.1, 0.0], [0.1, 0.0, -0.2], [0.2, -0.1, -0.1], [0.0, 0.0, 0.1], [0.0, 0.0, 0.0], [0.0, 0.0, -0.1]]
}

***

{
  "formula": "C32H35BF7O16Si",
  "method": "the ωB97M-V functional and the def2-TZVPD basis",
  "total_charge": -1,
  "multiplicity": 1,
  "e_homo_ev": -5.19,
  "symbols": ["C", "C", "F", "C", "B", "C", "C", "C", "O", "Si", "C", "C", "C", "C", "O", "C", "F", "F", "C", "F", "F", "C", "F", "F", "C", "O", "O", "H", "H", "H", "H", "H", "H", "H", "H", "H", "H", "H", "H", "H", "H", "H", "H", "H", "H", "H", "H", "H", "H", "H", "C", "C", "C", "O", "C", "C", "C", "O", "O", "O", "H", "H", "H", "H", "C", "C", "C", "O", "C", "C", "C", "O", "O", "O", "H", "H", "H", "H", "C", "C", "C", "O", "C", "C", "C", "O", "O", "O", "H", "H", "H", "H"],
  "positions_angstrom": [[3.6086, 3.8335, -2.3463], [3.6816, 2.9006, -1.0875], [4.6392, 1.9401, -1.3837], [2.3000, 2.3198, -0.8189], [2.1353, 1.3854, 0.5304], [3.1562, 1.8920, 1.7373], [0.6241, 1.4948, 1.2296], [-0.5512, 1.6318, 0.2758], [-1.7789, 2.1177, 0.9019], [-1.8606, 3.7618, 1.1953], [-0.6056, 4.8373, 0.2887], [-1.6506, 4.1343, 3.0544], [-3.6190, 4.3351, 0.7468], [2.3695, -0.1751, 0.0821], [1.4574, -0.8099, -0.3506], [3.7179, -0.9856, 0.0914], [4.8063, -0.3100, 0.4525], [3.9349, -1.3896, -1.1915], [3.6770, -2.3175, 0.8981], [4.8745, -2.9269, 0.6585], [2.7718, -3.1431, 0.4510], [3.6129, -2.1439, 2.4288], [2.7736, -1.2145, 2.8332], [3.1392, -3.3216, 2.9244], [4.9991, -1.9394, 3.1028], [5.4875, -0.9032, 3.2695], [5.5883, -3.0884, 3.5328], [4.1030, 4.7972, -2.1924], [2.5510, 4.0436, -2.5370], [3.9661, 3.3026, -3.2326], [3.9848, 3.5646, -0.2721], [1.5938, 3.1582, -0.7728], [2.0140, 1.7308, -1.7099], [2.8808, 2.9391, 1.9637], [3.0183, 1.3405, 2.6768], [4.2160, 1.9137, 1.4511], [0.6641, 2.2556, 2.0220], [0.4952, 0.5361, 1.7571], [-0.7962, 0.6245, -0.0824], [-0.3687, 2.2311, -0.6266], [0.4097, 4.7009, 0.6703], [-0.9326, 5.8810, 0.2794], [-0.5845, 4.5100, -0.7619], [-2.0043, 5.1625, 3.2079], [-0.5749, 4.1564, 3.2709], [-2.1555, 3.4049, 3.6894], [-3.8352, 3.9056, -0.2389], [-4.3176, 3.9685, 1.5039], [-3.5878, 5.4305, 0.7252], [5.7642, -3.0118, 4.4793], [-5.7554, 0.0578, -3.5793], [-5.6788, 1.2481, -2.9743], [-4.4723, 1.6509, -2.1808], [-4.4545, 2.7559, -1.6691], [-3.3796, 0.6986, -2.0543], [-3.4560, -0.4953, -2.6565], [-4.6494, -0.8884, -3.4730], [-4.6584, -1.9815, -4.0151], [-2.4807, -1.3975, -2.5657], [-6.6632, 2.1459, -3.0395], [-6.6205, -0.2431, -4.1558], [-2.5239, 0.9962, -1.4620], [-2.7758, -2.1681, -3.0868], [-6.3529, 2.9143, -2.5202], [-6.2528, -1.7449, -6.9177], [-5.4183, -1.8662, -7.9576], [-5.9100, -1.7984, -9.3722], [-5.1047, -1.8964, -10.2797], [-7.3415, -1.6214, -9.5948], [-8.1740, -1.5033, -8.5549], [-7.6772, -1.5446, -7.1413], [-8.4822, -1.4126, -6.2363], [-9.4900, -1.3416, -8.7103], [-4.1080, -2.0521, -7.7993], [-5.9097, -1.7903, -5.8923], [-7.6873, -1.5909, -10.6185], [-9.8570, -1.2813, -7.8064], [-3.7346, -2.1051, -8.7003], [5.6114, -5.9967, 7.9937], [5.0159, -5.1335, 7.1606], [5.0414, -3.6545, 7.4142], [4.4989, -2.9158, 6.6136], [5.7131, -3.1726, 8.6147], [6.3043, -4.0373, 9.4467], [6.3026, -5.5127, 9.1810], [6.8735, -6.2476, 9.9667], [6.9287, -3.6426, 10.5574], [4.3729, -5.5357, 6.0661], [5.6027, -7.0638, 7.8220], [5.7096, -2.1066, 8.7945], [7.2681, -4.4584, 10.9746], [4.0329, -4.7277, 5.6312]],
  "forces_ev_per_a": [[-0.6, -0.3, 0.4], [-1.3, 1.8, -1.5], [0.1, -0.3, 0.6], [0.4, -0.8, 0.1], [0.6, 0.5, 1.0], [-0.1, 0.4, -0.4], [0.3, -0.7, -0.5], [-0.4, -0.7, 0.3], [0.5, 0.9, -0.3], [-0.8, 0.0, 1.0], [-0.2, -0.8, -0.6], [0.5, 0.2, -0.9], [1.1, -0.3, -0.1], [0.9, 1.6, 0.9], [-1.4, -1.6, -0.9], [-0.9, -0.5, -0.6], [0.4, 0.4, 0.6], [0.0, -0.1, -0.4], [1.4, 1.4, -0.2], [0.6, -0.3, 0.2], [-1.3, -0.6, -0.2], [0.5, -1.6, 0.3], [-0.4, 1.0, -0.1], [-0.3, -0.4, 0.1], [-0.5, -1.9, -0.2], [0.8, 3.0, 0.4], [-0.6, -0.8, -0.1], [0.2, -0.2, -0.2], [0.1, 0.1, 0.0], [0.3, 0.2, 0.1], [0.4, -0.7, 0.3], [0.2, 0.0, 0.1], [0.0, 0.3, 0.0], [0.1, -0.2, 0.0], [0.2, 0.0, -0.1], [-0.1, -0.2, 0.3], [-0.2, 0.2, -0.4], [-0.2, 0.3, 0.1], [0.1, 0.1, 0.0], [0.2, 0.1, 0.3], [-0.1, 0.2, 0.1], [0.2, -0.1, 0.2], [0.1, 0.2, 0.1], [-0.2, -0.2, 0.2], [-0.2, -0.2, 0.2], [0.0, 0.2, 0.1], [-0.2, 0.5, 0.6], [-0.1, 0.1, -0.2], [-0.3, -0.1, 0.0], [0.3, 0.3, -0.1], [0.1, -0.3, -0.1], [-0.5, -0.1, -0.3], [0.7, -0.2, 0.3], [-0.5, -0.2, -0.7], [-0.1, 0.3, 0.0], [0.4, 0.1, 0.3], [-0.5, 0.2, -0.1], [0.2, 0.0, 0.1], [-0.4, -0.1, -0.3], [0.4, 0.1, 0.2], [0.0, 0.0, 0.0], [0.0, 0.0, 0.0], [0.1, 0.0, 0.0], [0.0, 0.0, 0.0], [-0.3, 0.1, 0.1], [0.2, 0.0, 0.5], [-0.4, 0.0, -0.3], [0.2, 0.0, 0.2], [0.2, 0.0, -0.1], [-0.3, 0.0, -0.5], [0.5, -0.1, 0.4], [-0.2, 0.0, -0.2], [0.2, 0.0, 0.4], [-0.2, 0.0, -0.5], [0.1, -0.1, 0.0], [0.0, 0.0, 0.0], [0.0, 0.0, 0.0], [0.0, 0.0, 0.1], [0.2, 0.0, 0.3], [-0.1, -0.6, -0.2], [0.1, 0.4, 0.4], [0.0, -0.2, -0.3], [-0.1, 0.1, -0.2], [0.0, 0.5, 0.1], [-0.2, -0.5, -0.4], [0.1, 0.3, 0.2], [0.0, -0.5, -0.1], [0.1, 0.6, 0.2], [0.0, 0.0, 0.0], [0.0, 0.0, 0.0], [0.0, 0.1, 0.0], [0.0, -0.1, -0.1]]
}

***

It is found that the E values, taken in the order of the records, are -10889.6875 -94089.9287 eV.
It is found that the E_LUMO values, taken in the order of the records, are 0.550 -0.406 eV.
It is found that the Kohn-Sham gap values, taken in the order of the records, are 10.68 4.79 eV.